The following is a DFT calculation (wB97M-V/def2-TZVPD) of C10H10N6O3S in the gas phase at a distorted geometry.

The geometry in XYZ format:
```
30
Properties=species:S:1:pos:R:3:mulliken_charge:R:1
N -6.870 -0.979 -0.565 -0.438
C -5.847 -0.175 -0.181 0.343
N -4.568 -0.495 -0.195 -0.389
C -3.957 0.654 0.189 0.437
S -2.236 0.779 0.354 -0.199
C -1.800 -0.920 -0.176 -0.543
C -0.325 -1.239 -0.011 0.526
O 0.049 -2.346 0.290 -0.622
N 0.493 -0.177 -0.276 -0.125
C 1.875 -0.102 -0.189 0.634
C 2.472 1.141 -0.431 -0.630
C 3.838 1.285 -0.360 -0.473
C 4.626 0.182 -0.045 -0.169
N 6.051 0.329 0.033 0.993
O 6.518 1.428 -0.188 -0.625
O 6.707 -0.652 0.315 -0.617
C 4.045 -1.059 0.197 -0.461
C 2.676 -1.204 0.124 -0.413
N -4.769 1.652 0.438 -0.782
N -5.993 1.115 0.202 0.175
H -7.780 -0.781 -0.184 0.235
H -6.630 -1.955 -0.630 0.259
H -2.391 -1.624 0.408 0.467
H -2.081 -1.023 -1.226 0.313
H 0.032 0.698 -0.497 0.108
H 1.851 1.991 -0.670 0.347
H 4.313 2.237 -0.542 0.473
H 4.679 -1.897 0.440 0.461
H 2.217 -2.159 0.311 0.523
H -6.820 1.681 0.294 0.193
```

Computed properties:
structure (SMILES)	Nc1nc(SCC(=O)Nc2ccc([N+](=O)[O-])cc2)n[nH]1
relative energy (zero: lowest compared OMol25 entry of this formula, charge and spin)	0.1086	eV
LUMO	-0.3665	eV
max |F|	1.33	eV/A